No. 1
41
Properties=species:S:1:pos:R:3:forces:R:3 method="wB97M-V/def2-TZVPD" spin_multiplicity=1 lumo_ev=0.75 energy_ha=-939.93483 de_lowest_kj_mol=43.94 gap_ev=9.793 smiles="CCCCOc1ccccc1C(=O)NCCCC(=O)O" homo_energy_ha=-0.332
O -1.200721 0.049377 1.400852 0.3 0.5 0.2
O 3.847376 1.443701 -0.841927 0.0 0.2 -0.1
O 1.434959 -0.302758 -1.582901 0.0 0.1 -0.3
O 4.369100 -0.660867 -1.356480 0.3 -0.6 -0.3
N 1.434285 -0.712430 0.639580 0.1 -0.1 0.2
C -3.761081 -1.702985 -0.775719 0.0 0.3 0.1
C 1.081303 -0.001853 -0.457827 -0.1 0.0 0.2
C -5.132060 -1.315068 -1.315655 0.2 -0.2 0.0
C 2.343510 -1.827877 0.565596 0.2 -0.3 -0.1
C -1.120328 3.559034 0.384797 0.0 0.0 0.0
C -1.765980 -0.964545 0.583553 -0.4 -0.2 -0.3
C -1.495684 2.379406 1.002548 0.0 -0.2 0.1
C 3.697659 -1.530833 1.227201 -0.1 0.1 -0.1
C -0.814371 1.198699 0.736068 0.0 0.1 -0.1
C 4.103023 0.320556 -0.497325 0.1 0.5 0.3
C 0.610122 2.395712 -0.791555 0.0 0.0 0.0
C 4.198875 -0.110265 0.950140 -0.1 -0.2 -0.1
C -0.072237 3.567029 -0.520241 0.0 0.0 -0.1
C 0.259878 1.208610 -0.159057 -0.3 0.0 0.0
C -3.142474 -0.576515 0.046292 0.3 -0.2 0.1
H -3.096923 -1.946009 -1.607997 0.0 -0.1 0.0
H 2.486885 -2.029379 -0.498451 0.0 0.0 0.2
H -5.055393 -0.438082 -1.954308 0.0 0.1 -0.1
H -5.556882 -2.128553 -1.898678 -0.1 0.0 -0.1
H 1.085650 -0.429591 1.542061 -0.1 0.1 -0.1
H -1.842748 -1.838296 1.236172 0.0 0.0 -0.1
H -1.097565 -1.205616 -0.253076 -0.1 0.0 0.1
H -3.853851 -2.595931 -0.153221 0.1 -0.1 0.0
H 5.250077 -0.036766 1.239876 0.0 0.1 0.0
H -3.793834 -0.328466 0.887333 0.0 0.1 0.0
H 1.891582 -2.708702 1.033451 0.0 0.0 -0.1
H -5.812910 -1.085489 -0.498974 -0.1 0.0 0.1
H -1.655452 4.470769 0.605541 0.0 0.1 0.0
H 4.190916 -0.365786 -2.263559 -0.1 0.2 0.2
H -3.039463 0.317537 -0.574341 0.0 0.0 0.0
H 3.616766 -1.653928 2.309285 0.1 0.0 0.0
H 3.642754 0.623144 1.536555 0.1 0.0 -0.1
H 4.419760 -2.257724 0.855634 0.0 -0.1 0.1
H 1.445815 2.382115 -1.474065 0.1 0.0 -0.1
H -2.316859 2.354282 1.702637 -0.1 0.0 0.1
H 0.216519 4.484351 -1.009831 0.0 0.1 0.0

No. 2
43
Properties=species:S:1:pos:R:3:forces:R:3 method="wB97M-V/def2-TZVPD" spin_multiplicity=1 total_charge=-1 lumo_ev=2.52 energy_ha=-1110.89140 gap_ev=7.332 homo_energy_ha=-0.177
O -2.490784 -0.170902 3.640418 0.0 -0.5 0.2
O -0.957167 2.157209 -3.012139 -0.1 0.0 -0.3
O 0.157263 4.012370 -2.451538 0.0 0.0 0.0
O 0.338233 1.293611 2.306332 0.1 -0.2 -0.1
O 2.503636 1.127307 1.690858 -0.2 -0.1 -0.1
O -2.509020 1.895335 2.759614 0.0 0.4 -0.1
O 1.127449 -0.669051 1.587519 0.3 0.0 0.5
C 1.099308 2.745960 -4.193407 0.3 0.1 0.3
C -0.940626 1.759547 -0.034252 0.1 0.0 0.4
C -0.025494 2.880456 -3.180001 -0.1 0.0 -0.1
C -0.818686 0.378243 2.060103 1.3 0.1 -0.9
C -1.145695 0.597122 0.599968 0.1 -0.2 -0.2
C 0.317872 -3.293515 2.951238 -0.3 0.3 0.3
C 2.157360 3.702781 -3.647371 0.0 -0.1 -0.1
C -0.060720 -0.888548 2.416912 -0.4 0.3 0.4
C 1.299744 4.734832 -2.923209 0.1 0.0 0.0
C -0.685178 -2.265826 2.401831 0.4 -0.4 -0.6
C -0.256188 -2.969008 -0.073668 -0.1 0.2 0.3
C -1.275594 -2.720601 1.062429 0.0 -0.4 0.0
C -2.083331 0.755327 2.917101 0.2 0.1 0.3
C 1.415983 0.638983 1.841805 0.1 0.2 -0.1
C -0.334242 -4.374919 -0.669302 0.3 0.1 -0.4
H -0.062919 2.363688 0.171495 -0.6 0.6 0.9
H 2.803309 4.140417 -4.406592 0.0 0.0 0.0
H 0.051920 -4.377185 -1.693085 0.0 0.0 0.0
H 0.323904 -0.723898 3.430037 -0.4 -0.1 0.2
H 0.743713 -2.785728 0.320875 0.1 0.0 -0.2
H -1.801616 -3.662928 1.258262 0.0 0.0 0.0
H -0.189821 -4.249026 3.098184 0.2 -0.1 -0.2
H -2.049730 -2.023707 0.741775 0.0 0.0 0.1
H -0.397783 -2.218165 -0.854448 0.0 -0.1 0.0
H 0.642410 -2.954825 3.939093 0.1 -0.1 0.0
H 1.440178 1.715848 -4.243272 -0.1 -0.1 -0.1
H -1.503330 -2.216198 3.120243 0.0 0.4 -0.1
H 1.203086 -3.404690 2.325321 0.0 -0.1 0.0
H -1.360608 -4.743848 -0.711510 0.0 0.0 0.1
H 0.721339 3.056723 -5.168927 0.0 0.0 0.0
H -1.673938 2.180376 -0.706045 0.5 -0.7 -1.0
H 0.286362 -5.083513 -0.115637 -0.2 0.0 0.2
H 0.955376 5.528266 -3.592273 0.0 0.0 0.0
H 2.787719 3.179170 -2.927921 0.0 0.0 0.0
H -1.554744 -0.234218 0.033898 -1.3 0.3 0.5
H 1.801051 5.186725 -2.070716 -0.1 0.0 0.1

No. 3
45
Properties=species:S:1:pos:R:3:forces:R:3 method="wB97M-V/def2-TZVPD" spin_multiplicity=2 s_squared=0.756 total_charge=+1 lumo_ev="-4.52 / -4.81" energy_ha=-3346.14848 de_lowest_kj_mol=0.00 gap_ev="7.528 / 7.229" homo_energy_ha="-0.443 / -0.442"
Ru 0.283847 0.291826 -1.147978 -0.9 0.2 -1.2
As -0.716006 0.522511 1.053813 0.9 -0.1 -0.1
O -0.961829 -1.069409 -1.798706 -0.4 -0.8 0.3
O -2.419923 -1.484610 -3.445903 0.0 0.1 0.0
O 1.508584 4.035899 -1.824556 -0.1 0.0 0.0
O 1.167509 2.029862 -0.889647 0.7 0.2 0.8
O 1.605376 -0.435650 -2.682875 0.3 0.2 0.1
N -0.525739 1.343636 -2.757629 0.1 -0.2 0.7
C -2.216222 0.398574 2.248127 -0.2 0.1 -0.3
C 1.680685 0.655245 -3.621813 0.1 0.1 -0.2
C 1.930190 -2.127709 4.145442 0.0 0.0 0.0
C -0.461107 2.777515 -2.402544 0.1 0.3 -0.2
C -1.807735 -0.719455 -2.757654 0.1 -0.1 0.1
C -1.902413 0.799217 -2.872066 -0.2 0.0 -0.3
C 0.016589 -1.306136 0.965701 0.0 0.1 0.1
C -0.205457 -3.222319 4.212629 0.0 0.0 0.0
C 1.622959 -1.603699 2.898577 0.0 0.0 0.0
C 0.862406 3.037351 -1.687464 0.0 -0.1 0.1
C 0.392328 -1.872094 2.308586 0.1 -0.1 -0.1
C 0.270181 1.030411 -3.985437 0.0 0.2 -0.2
C 1.011072 -2.927357 4.809804 0.0 0.0 0.0
C 0.654540 1.434318 2.068056 -0.3 0.3 0.2
C -0.517317 -2.692428 2.968424 0.0 0.0 0.0
H -2.373366 1.078245 -3.814502 0.0 0.1 0.0
H 1.240065 -1.226010 -3.109811 0.0 0.0 0.1
H 1.246611 -3.326687 5.787033 0.0 0.0 0.0
H -1.817758 -0.054336 3.154756 -0.1 0.0 0.0
H -1.266185 3.004784 -1.704329 0.0 0.0 0.0
H -2.494972 1.171131 -2.037244 0.0 0.1 0.0
H 0.690550 1.040690 3.082474 0.0 0.0 0.0
H 2.205435 1.451898 -3.101023 0.0 0.0 0.0
H -0.909538 -3.876976 4.708709 0.0 0.0 0.0
H 2.892750 -1.920004 4.593642 0.0 0.0 0.0
H 2.357603 -1.003953 2.372956 0.0 0.0 0.0
H -3.009933 -0.212192 1.825633 0.0 0.0 0.0
H -1.464173 -2.935978 2.499492 0.0 0.0 0.0
H 2.261512 0.391759 -4.505340 0.0 -0.2 0.0
H 1.615356 1.305381 1.577660 0.0 -0.1 -0.1
H -0.729647 -1.899853 0.442788 0.0 -0.1 0.0
H 0.279131 1.884983 -4.665220 -0.2 0.0 0.1
H 0.933234 -1.294753 0.320789 -0.1 0.0 0.0
H 0.436575 2.501110 2.091368 0.0 0.0 0.0
H -0.225794 0.204447 -4.498300 0.1 0.0 0.0
H -2.591575 1.399037 2.450031 0.0 0.0 0.1
H -0.548400 3.421779 -3.276448 -0.1 -0.1 -0.1